The following is a DFT calculation (wB97M-V/def2-TZVPD) of C35H34BeClNOSi2 as an isolated structure in a non-equilibrium geometry.

orbital gap (alpha / beta): 3.87 / 3.84 eV
E: -2537.972715 a.u.
lowest unoccupied orbital energy (alpha / beta): -0.739 / -0.745 eV
strongest force on any atom: 3.41 eV Å⁻¹

Positions of all 75 atoms, in Å:
C 1.080 1.923 -4.208
H 2.845 0.573 4.988
C 0.719 3.719 -1.244
H 1.322 -4.000 -6.265
H -1.869 3.178 1.592
H -1.715 1.560 3.367
C 1.112 -0.060 3.958
Cl 3.371 1.631 1.449
C 1.148 -2.884 -3.066
H 3.370 -1.204 0.169
H -2.060 3.172 -4.309
H 2.482 -1.214 2.768
Si -0.806 -1.037 -1.856
H 0.240 1.877 1.572
H -2.367 4.825 -0.236
C -0.109 -2.259 -3.119
H -0.578 0.497 0.112
C 0.037 2.787 -4.545
H -2.028 -3.080 1.780
C 1.476 -0.195 -0.167
C 1.725 -2.591 0.261
N -0.146 0.180 3.479
C 1.839 0.862 4.684
H -3.981 0.282 3.694
H -0.960 -2.974 -6.334
H 3.301 1.836 -1.324
C -2.131 -2.252 2.480
H -2.890 -1.256 5.617
C -0.046 2.329 4.520
C -2.719 -1.353 4.543
C 0.905 -3.542 -5.377
H 2.079 -1.968 4.391
C -0.368 -2.968 -5.423
Be -0.758 -1.194 2.640
Si 2.334 1.519 -0.328
H -2.296 -1.068 -1.887
H -1.929 -1.993 -4.276
H -1.603 -1.885 0.115
C 0.931 2.742 -0.275
H -3.138 -0.620 1.281
C 1.707 -1.364 3.544
C -1.942 -2.365 3.920
C -0.523 -1.713 -0.065
C -0.463 4.461 -1.224
H -0.561 3.259 4.749
C -1.141 3.360 0.804
C 0.368 -2.822 0.156
C -3.270 -0.528 3.528
C 1.668 -3.517 -4.208
C 2.279 -1.301 0.092
C -0.416 0.578 -2.823
C 0.040 2.615 0.788
H 0.224 3.659 -5.180
H 1.676 0.122 -3.171
C -2.824 -0.995 2.255
H 2.373 -3.445 0.462
C 0.040 -0.374 -0.155
H -0.648 5.165 -2.034
C 1.239 2.070 5.011
C -0.904 -2.385 -4.276
H -2.471 1.215 -2.831
H 2.667 -3.974 -4.165
H 1.460 3.858 -2.033
H 0.925 -2.756 2.262
C -1.416 4.278 -0.214
H 1.759 2.780 5.657
H -1.440 -3.198 4.423
O 0.575 -2.114 2.927
H 2.084 2.103 -4.603
H 1.743 -2.885 -2.145
C -1.237 2.514 -4.045
H -0.072 -3.823 0.192
C -1.462 1.425 -3.194
C 0.849 0.813 -3.377
C -0.709 1.387 3.754